Computed, not measured: a molecular structure, C33H66N3O5PSi2 at a distorted geometry, with wB97M-V/def2-TZVPD.

Geometry as XYZ:
```
110
Properties=species:S:1:pos:R:3:mulliken_spin:R:1
C 1.52 -0.66 -1.87 0.000
C 0.12 -1.41 -1.89 0.000
O 0.01 -2.56 -1.56 0.000
O -1.01 -0.65 -2.27 0.000
C -1.15 -0.68 -3.72 0.000
C -2.20 0.40 -4.23 0.000
Si -1.75 2.05 -3.36 0.000
C 0.02 2.49 -4.00 0.000
C 0.45 3.99 -3.67 0.000
C 1.43 4.13 -2.44 0.000
C 2.91 4.27 -3.01 0.000
N 3.93 3.65 -2.14 0.000
C 4.08 2.29 -1.85 0.000
C 5.18 2.02 -0.92 -0.009
C 5.74 3.39 -0.64 0.000
C 4.94 4.30 -1.44 0.000
O -2.75 3.36 -3.80 0.000
Si -3.90 3.80 -2.61 0.000
C -3.19 4.12 -0.87 0.000
P -5.61 2.40 -2.46 0.000
C -6.94 3.17 -3.60 0.000
C -6.42 2.53 -0.74 0.005
H 1.94 -0.66 -2.91 0.000
H 2.20 -1.15 -1.13 0.000
H 1.35 0.40 -1.51 0.000
H -1.35 -1.71 -4.12 0.000
H -0.13 -0.38 -4.12 0.000
H -1.97 0.55 -5.32 0.000
H -3.26 0.09 -4.04 0.000
H -1.59 1.88 -1.91 0.000
H 0.78 1.72 -3.67 0.000
H -0.04 2.40 -5.12 0.000
H -0.50 4.57 -3.50 0.000
H 0.97 4.41 -4.58 0.000
H 1.13 5.06 -1.88 0.000
H 1.31 3.26 -1.74 0.000
H 3.09 5.38 -3.11 0.000
H 2.99 3.79 -4.03 0.000
H 3.43 1.48 -2.26 0.000
H 5.46 1.02 -0.53 0.013
H 6.60 3.59 0.04 0.000
H 5.20 5.38 -1.37 0.000
H -4.48 5.09 -3.06 0.000
H -2.30 3.51 -0.59 0.000
H -3.98 3.93 -0.08 0.000
H -2.90 5.20 -0.81 0.000
H -7.91 2.69 -3.28 0.000
H -7.02 4.25 -3.32 0.000
H -6.71 3.02 -4.68 0.000
H -7.50 2.24 -0.91 0.002
H -6.42 3.57 -0.34 0.000
H -5.97 1.81 -0.01 -0.004
C -4.79 -2.52 2.22 0.016
C -5.50 -1.24 2.73 0.017
C -5.87 -1.32 4.22 0.017
C -7.12 -2.14 4.54 -0.016
C -8.29 -1.67 3.67 0.016
C -7.94 -1.71 2.17 0.026
N -6.68 -0.97 1.85 0.333
O -6.96 0.33 1.93 0.605
C -7.85 -3.19 1.74 0.015
C -9.14 -1.18 1.36 -0.009
C -4.39 -0.17 2.63 -0.015
H -5.41 -3.18 1.62 -0.011
H -3.96 -2.28 1.56 0.000
H -4.39 -3.11 3.05 -0.001
H -6.04 -0.31 4.61 0.003
H -5.03 -1.73 4.79 0.002
H -6.93 -3.20 4.40 0.000
H -7.38 -2.01 5.59 0.002
H -9.16 -2.30 3.87 0.000
H -8.57 -0.66 3.96 0.003
H -7.55 -3.28 0.70 -0.008
H -8.82 -3.68 1.84 0.000
H -7.17 -3.79 2.35 0.000
H -9.43 -0.17 1.64 -0.001
H -10.02 -1.81 1.52 0.000
H -8.92 -1.19 0.29 0.000
H -4.11 0.02 1.59 0.001
H -3.50 -0.50 3.16 0.000
H -4.68 0.79 3.08 0.001
C 9.69 -2.13 2.77 0.009
C 8.26 -1.62 2.47 0.030
C 7.19 -2.37 3.30 0.016
C 6.81 -3.74 2.77 -0.018
C 6.45 -3.66 1.29 0.018
C 7.58 -3.03 0.46 0.026
N 8.02 -1.70 1.00 0.334
O 7.07 -0.82 0.70 0.584
C 8.76 -4.04 0.41 0.013
C 7.14 -2.93 -1.01 -0.006
C 8.29 -0.18 3.02 -0.003
H 10.11 -2.77 2.00 -0.010
H 10.41 -1.31 2.83 -0.002
H 9.74 -2.68 3.71 0.000
H 6.28 -1.76 3.33 0.005
H 7.52 -2.46 4.34 0.002
H 7.62 -4.46 2.95 0.000
H 5.94 -4.11 3.33 0.002
H 6.23 -4.67 0.92 0.000
H 5.53 -3.09 1.17 0.003
H 9.62 -3.61 -0.11 -0.007
H 8.46 -4.95 -0.12 0.000
H 9.08 -4.38 1.39 0.000
H 6.22 -2.36 -1.14 0.001
H 6.94 -3.93 -1.42 0.000
H 7.92 -2.48 -1.63 0.000
H 8.97 0.46 2.45 -0.002
H 8.63 -0.18 4.06 0.001
H 7.30 0.29 3.02 0.001
```

Output
- HOMO energy (alpha / beta) (Ha) = -0.285 / -0.285
- expectation value of S² = 2.01
- 2S+1 = 3